[1]
{"formula": "C49H52FGe2I2MnO4S5", "method": "ωB97M-V/def2-TZVPD", "s_squared": 4.056, "charge": -1, "multiplicity": 4, "homo_energy_ha": [-0.2113, -0.2139], "molar_mass_g_mol": 1338.25, "gap_ev": [6.141, 7.650], "e_lumo_ev": [0.4, 1.8], "e_above_lowest_ev": 1.840, "symbols": ["Mn", "C", "C", "C", "C", "C", "C", "C", "C", "C", "C", "C", "C", "C", "C", "C", "Ge", "S", "S", "Ge", "S", "S", "C", "C", "C", "C", "C", "C", "C", "C", "C", "C", "C", "C", "C", "C", "C", "C", "C", "C", "C", "C", "C", "C", "C", "C", "C", "C", "C", "C", "C", "C", "C", "C", "C", "H", "H", "H", "H", "H", "H", "H", "H", "H", "H", "H", "H", "H", "H", "H", "H", "H", "H", "H", "H", "H", "H", "H", "H", "H", "H", "H", "H", "H", "H", "H", "H", "H", "H", "H", "H", "H", "H", "H", "H", "H", "H", "H", "H", "H", "H", "H", "H", "H", "H", "I", "C", "I", "H", "H", "F", "O", "S", "O", "O", "O"], "xyz": [[1.788, 1.326, -3.062], [-1.779, -4.117, -4.887], [-0.930, -4.037, -3.648], [-1.485, -4.185, -2.384], [-0.704, -4.145, -1.239], [-1.330, -4.322, 0.119], [0.679, -3.954, -1.367], [1.263, -3.836, -2.633], [2.752, -3.730, -2.822], [0.443, -3.854, -3.756], [1.510, -3.937, -0.132], [2.082, -5.119, 0.325], [2.834, -5.138, 1.488], [3.012, -3.972, 2.212], [2.453, -2.774, 1.775], [1.702, -2.760, 0.601], [1.005, -1.060, -0.177], [2.062, -0.651, -2.078], [1.060, 0.855, 1.068], [-0.781, 1.266, -0.191], [-0.300, 1.885, -2.270], [-1.254, -0.953, -0.426], [-2.163, 2.424, 0.693], [-1.980, 3.810, 0.667], [-2.946, 4.640, 1.228], [-4.082, 4.103, 1.809], [-4.240, 2.729, 1.869], [-3.281, 1.876, 1.324], [-3.472, 0.411, 1.516], [-4.296, -0.324, 0.666], [-4.920, 0.297, -0.556], [-4.528, -1.669, 0.943], [-3.959, -2.289, 2.041], [-4.229, -3.735, 2.356], [-3.135, -1.540, 2.875], [-2.883, -0.200, 2.634], [-1.984, 0.586, 3.548], [-0.754, 4.419, 0.082], [0.416, 4.504, 0.840], [0.497, 3.993, 2.256], [1.536, 5.112, 0.279], [1.513, 5.637, -1.000], [2.724, 6.296, -1.598], [0.332, 5.557, -1.733], [-0.802, 4.965, -1.210], [-2.072, 4.887, -2.011], [2.667, -1.539, 2.579], [3.764, -0.714, 2.334], [4.736, -0.998, 1.220], [3.947, 0.418, 3.125], [3.065, 0.743, 4.140], [3.251, 1.982, 4.972], [1.977, -0.094, 4.370], [1.765, -1.228, 3.606], [0.559, -2.097, 3.838], [-2.828, -4.262, -4.633], [-1.451, -4.950, -5.511], [-1.679, -3.198, -5.466], [-2.556, -4.323, -2.284], [-2.403, -4.479, 0.022], [-1.172, -3.432, 0.731], [-0.888, -5.172, 0.644], [3.250, -3.383, -1.918], [2.972, -3.042, -3.639], [3.161, -4.709, -3.085], [0.893, -3.716, -4.733], [1.930, -6.026, -0.247], [3.277, -6.064, 1.833], [3.592, -3.973, 3.127], [-2.785, 5.711, 1.217], [-4.833, 4.754, 2.239], [-5.104, 2.293, 2.356], [-4.679, 1.354, -0.631], [-6.005, 0.181, -0.534], [-4.544, -0.204, -1.450], [-5.165, -2.239, 0.275], [-4.835, -4.196, 1.578], [-4.757, -3.825, 3.307], [-3.291, -4.285, 2.444], [-2.682, -2.017, 3.737], [-1.787, 0.032, 4.464], [-2.432, 1.547, 3.803], [-1.028, 0.782, 3.053], [-0.457, 3.595, 2.596], [0.804, 4.797, 2.927], [1.240, 3.197, 2.320], [2.448, 5.163, 0.863], [3.544, 6.329, -0.883], [2.487, 7.314, -1.913], [3.052, 5.742, -2.479], [0.307, 5.957, -2.741], [-1.938, 5.344, -2.991], [-2.890, 5.389, -1.492], [-2.353, 3.842, -2.153], [4.551, -1.967, 0.762], [5.762, -0.969, 1.589], [4.638, -0.232, 0.447], [4.794, 1.064, 2.923], [4.157, 2.512, 4.684], [3.314, 1.728, 6.031], [2.398, 2.651, 4.839], [1.272, 0.157, 5.155], [0.046, -1.805, 4.753], [0.839, -3.149, 3.905], [-0.135, -1.992, 2.998], [0.779, 3.044, -5.329], [-0.529, 1.489, -6.039], [-0.251, -0.392, -5.092], [-0.295, 1.362, -7.088], [-1.545, 1.820, -5.862], [2.428, 2.447, -1.890], [4.676, 0.413, -5.803], [3.287, 0.078, -5.637], [3.031, -1.317, -5.340], [2.828, 0.849, -4.298], [2.437, 0.637, -6.679]]}



[2]
{"formula": "C49H54N7O6", "method": "ωB97M-V/def2-TZVPD", "charge": 1, "homo_energy_ha": -0.3686, "molar_mass_g_mol": 837.01, "gap_ev": 8.168, "e_lumo_ev": -1.9, "e_above_lowest_ev": 1.507, "symbols": ["C", "C", "N", "C", "C", "N", "C", "C", "H", "H", "H", "H", "H", "H", "H", "H", "H", "H", "H", "N", "C", "C", "C", "C", "C", "H", "H", "H", "H", "H", "N", "C", "C", "C", "C", "C", "H", "H", "H", "H", "H", "N", "C", "C", "C", "C", "C", "H", "H", "H", "H", "H", "N", "C", "C", "C", "C", "C", "H", "H", "H", "H", "H", "N", "C", "C", "C", "C", "C", "H", "H", "H", "H", "H", "C", "C", "C", "C", "C", "C", "O", "O", "H", "H", "H", "H", "H", "H", "C", "C", "C", "C", "C", "C", "O", "O", "H", "H", "H", "H", "H", "H", "C", "C", "C", "C", "C", "C", "O", "O", "H", "H", "H", "H", "H", "H"], "xyz": [[27.210, 13.260, 39.172], [26.107, 14.170, 38.693], [25.326, 14.842, 39.838], [24.299, 14.312, 40.534], [24.057, 15.261, 41.633], [25.067, 16.253, 41.484], [25.854, 15.954, 40.422], [25.424, 17.253, 42.521], [27.725, 12.937, 38.499], [26.993, 12.402, 39.714], [27.792, 13.795, 39.860], [25.237, 13.683, 38.078], [26.477, 15.020, 38.311], [23.836, 13.497, 40.023], [23.334, 15.157, 42.644], [26.695, 16.420, 40.211], [24.811, 18.200, 42.366], [26.420, 17.374, 42.492], [24.972, 16.957, 43.469], [24.520, 17.326, 46.372], [23.294, 16.851, 46.835], [22.694, 17.286, 47.997], [23.244, 18.455, 48.658], [24.495, 18.935, 48.208], [25.091, 18.236, 47.217], [22.737, 16.195, 46.081], [21.822, 16.871, 48.190], [22.835, 18.956, 49.509], [25.020, 19.666, 48.502], [26.195, 18.399, 47.360], [22.125, 18.267, 43.280], [21.466, 19.117, 42.474], [20.237, 19.060, 42.200], [19.315, 18.050, 42.835], [19.985, 17.071, 43.581], [21.382, 17.228, 43.743], [22.398, 19.693, 42.181], [19.847, 19.522, 41.372], [18.259, 18.067, 42.678], [19.489, 16.336, 43.892], [22.108, 16.495, 44.180], [26.828, 12.374, 34.507], [25.891, 12.132, 33.624], [25.182, 10.955, 33.421], [25.438, 9.994, 34.331], [26.513, 10.109, 35.373], [27.096, 11.369, 35.413], [25.834, 12.952, 32.759], [24.417, 10.786, 32.781], [24.826, 9.203, 34.177], [26.592, 9.124, 35.748], [27.805, 11.552, 35.960], [22.293, 12.775, 43.715], [22.903, 11.741, 44.204], [22.186, 10.485, 44.359], [20.865, 10.329, 43.926], [20.317, 11.467, 43.416], [21.028, 12.694, 43.201], [23.806, 11.895, 44.665], [22.726, 9.634, 44.781], [20.265, 9.557, 44.004], [19.353, 11.147, 42.860], [20.513, 13.524, 42.704], [19.271, 15.787, 37.420], [19.135, 15.284, 38.629], [20.129, 15.422, 39.615], [21.216, 16.221, 39.480], [21.431, 16.681, 38.197], [20.368, 16.546, 37.169], [18.370, 14.741, 38.650], [19.905, 14.921, 40.464], [22.130, 16.413, 40.065], [22.332, 17.273, 37.966], [20.740, 16.982, 36.188], [29.574, 17.273, 42.997], [29.789, 18.653, 43.578], [29.485, 18.894, 44.968], [28.930, 17.839, 45.653], [28.557, 16.565, 45.112], [28.822, 16.344, 43.735], [28.649, 15.084, 43.198], [29.655, 20.094, 45.550], [30.135, 17.066, 42.066], [30.276, 19.362, 42.923], [28.759, 18.117, 46.696], [28.042, 15.678, 45.613], [28.709, 14.387, 43.872], [28.963, 20.340, 46.206], [23.706, 10.920, 38.058], [22.942, 11.866, 37.112], [21.777, 12.427, 37.674], [21.218, 12.037, 38.890], [21.949, 11.177, 39.781], [23.205, 10.589, 39.351], [23.974, 9.904, 40.130], [21.128, 13.423, 37.001], [24.753, 10.679, 37.750], [23.481, 12.459, 36.281], [20.459, 12.633, 39.184], [21.599, 10.830, 40.656], [24.667, 9.358, 39.700], [20.569, 13.877, 37.702], [28.428, 11.065, 44.848], [29.338, 9.798, 44.567], [29.185, 9.196, 43.343], [28.186, 9.640, 42.442], [27.502, 10.828, 42.547], [27.577, 11.528, 43.818], [26.766, 12.616, 44.174], [29.845, 8.053, 42.985], [28.637, 11.573, 45.711], [30.151, 9.436, 45.270], [28.045, 8.901, 41.618], [26.760, 11.201, 41.704], [26.653, 12.640, 44.969], [30.595, 7.560, 43.606]]}